C30H26BrN2O2SiSr | ωB97M-V/def2-TZVPD

Output
**Energy above the lowest of the compared OMol25 structures with the same formula, charge and spin**: 0.00 kcal/mol
**Total charge**: -1
**Highest occupied orbital energy**: -4.9 eV
**LUMO energy**: 2.5 eV
**Orbital gap**: 7.366 eV

Positions of all 63 atoms, in Å:
C1 -3.60551 -1.22283 -1.65607
C2 -1.18059 4.37164 2.31471
O1 0.76943 -0.82763 -2.66370
C3 -1.50175 2.18836 3.26992
H1 -6.45375 0.08002 0.91149
C4 3.25300 -1.38701 -0.23946
H2 -1.32171 4.01802 4.41035
C5 -1.18609 3.80888 1.01010
C6 -1.32678 3.58484 3.41730
O2 1.78889 -2.10521 1.58416
H3 5.95472 2.41668 -0.47210
H4 -1.64173 1.55450 4.13447
N1 2.78781 -1.11125 -1.58053
H5 5.57222 -4.85688 1.89800
H6 4.27531 1.46153 3.34915
C7 -1.50270 1.65126 2.01938
C8 -1.06912 4.08298 -1.38065
C9 -6.96283 -0.80321 0.51555
H7 -8.59975 -2.35958 -1.81147
H8 -7.29064 -2.65035 -2.97990
C10 -1.29913 1.78294 -0.47556
H9 -6.75583 1.40100 -1.78181
C11 6.09114 -4.65807 -0.17499
Br1 -1.81272 -0.22554 1.92219
H10 -7.20822 -3.37324 -1.36891
Si1 -6.59198 -0.99666 -1.29403
H11 3.27494 -0.54445 -2.25219
C12 1.88908 -1.74533 0.43660
C13 4.92308 -2.92386 -1.36139
C14 5.39662 -4.31358 0.97748
H12 5.67605 2.93924 1.93774
N2 0.86076 -1.58586 -0.47736
H13 6.37818 -4.21609 -2.25895
H14 4.86219 0.46653 -1.43997
C15 5.19310 2.07048 1.50837
C16 3.77671 0.13067 1.75018
C17 4.71346 0.67295 -0.38609
C18 3.91301 -0.15534 0.39524
Sr1 -1.13449 -0.68809 -1.24193
C19 -4.83762 -1.18074 -1.55028
H15 -6.60279 -1.67373 1.07139
H16 -0.95705 5.71057 -0.00197
C20 5.85064 -3.95752 -1.34885
C21 -7.51713 -2.48203 -1.92333
C22 4.47092 -3.27748 0.96539
H17 -1.05958 5.44536 2.41526
C23 4.22312 -2.57759 -0.21054
C24 4.40961 1.24054 2.29723
H18 3.15624 -0.50510 2.36634
C25 -1.18090 2.67222 -1.52275
H19 -6.98699 0.44432 -3.25005
C26 5.34649 1.78052 0.15917
C27 -7.22962 0.50147 -2.18528
H20 6.81042 -5.46748 -0.16073
H21 4.72687 -2.40283 -2.28950
H22 -8.03868 -0.69626 0.69283
H23 -8.31519 0.59852 -2.07628
H24 3.92673 -3.01557 1.86298
H25 -1.16262 2.30066 -2.55103
C28 -1.05660 4.63844 -0.13739
H26 -0.98353 4.71627 -2.25853
C29 1.42736 -1.15043 -1.64994
C30 -1.32447 2.40543 0.82053

From a Löwdin analysis of the wavefunction, the atomic charges in e read: atom 1 (C): -0.27, atom 2 (C): -0.06, atom 3 (O): -0.14, atom 4 (C): -0.16, atom 5 (H): 0.03, atom 6 (C): -0.25, atom 7 (H): 0.09, atom 8 (C): -0.18, atom 9 (C): -0.10, atom 10 (O): 0.06, atom 11 (H): 0.10, atom 12 (H): 0.09, atom 13 (N): 0.14, atom 14 (H): 0.10, atom 15 (H): 0.10, atom 16 (C): -0.59, atom 17 (C): -0.11, atom 18 (C): -0.20, atom 19 (H): 0.02, atom 20 (H): 0.02, atom 21 (C): -0.22, atom 22 (H): 0.03, atom 23 (C): -0.10, atom 24 (Br): 0.76, atom 25 (H): 0.03, atom 26 (Si): 0.31, atom 27 (H): 0.14, atom 28 (C): -0.41, atom 29 (C): -0.03, atom 30 (C): -0.08, atom 31 (H): 0.10, atom 32 (N): -0.03, atom 33 (H): 0.10, atom 34 (H): 0.11, atom 35 (C): -0.10, atom 36 (C): -0.01, atom 37 (C): -0.03, atom 38 (C): -0.12, atom 39 (Sr): 1.28, atom 40 (C): -0.34, atom 41 (H): 0.03, atom 42 (H): 0.10, atom 43 (C): -0.09, atom 44 (C): -0.21, atom 45 (C): -0.02, atom 46 (H): 0.10, atom 47 (C): -0.12, atom 48 (C): -0.07, atom 49 (H): 0.11, atom 50 (C): -0.18, atom 51 (H): 0.03, atom 52 (C): -0.09, atom 53 (C): -0.20, atom 54 (H): 0.09, atom 55 (H): 0.11, atom 56 (H): 0.02, atom 57 (H): 0.02, atom 58 (H): 0.11, atom 59 (H): 0.07, atom 60 (C): -0.07, atom 61 (H): 0.09, atom 62 (C): -0.62, atom 63 (C): -0.25

=====

C4H13N2S | ωB97M-V/def2-TZVPD

Output
**Energy above the lowest of the compared OMol25 structures with the same formula, charge and spin**: 56.33 kcal/mol
**SMILES**: CN[C@H](S)[NH+](C)C
**Total charge**: +1
**Highest occupied orbital energy**: -13.5 eV
**LUMO energy**: -3.0 eV
**Orbital gap**: 10.536 eV

Positions of all 20 atoms, in Å:
N1 -0.49540 -0.12302 -1.18636
H1 -0.79499 1.85289 -1.98357
H2 -2.36465 -1.60953 0.38827
H3 1.03177 -1.55421 -1.10988
C1 -0.01745 1.14747 -1.83386
C2 0.65945 0.13341 2.46260
H4 -1.56854 -0.07956 -1.22979
C3 0.13597 -1.40989 -1.57327
H5 0.35155 -1.53865 1.28045
H6 0.87706 1.14286 2.41939
H7 -0.54939 1.19068 0.41330
C4 -0.57689 0.05196 0.39619
H8 0.74923 1.66135 -1.25663
H9 0.19495 -1.27566 -2.66644
H10 -0.26121 0.04999 2.93407
H11 0.50181 0.93919 -2.79950
N2 0.42291 -0.48461 1.14904
H12 1.57096 -0.29260 2.96741
S1 -2.42724 -0.41301 0.87161
H13 -0.43977 -2.29264 -1.32498

From a Löwdin analysis of the wavefunction, the atomic charges in e read: atom 1 (N): -0.18, atom 2 (H): 0.10, atom 3 (H): -0.18, atom 4 (H): 0.07, atom 5 (C): 0.01, atom 6 (C): -0.06, atom 7 (H): 0.13, atom 8 (C): 0.02, atom 9 (H): 0.16, atom 10 (H): 0.06, atom 11 (H): 0.14, atom 12 (C): -0.57, atom 13 (H): 0.11, atom 14 (H): 0.12, atom 15 (H): 0.05, atom 16 (H): 0.12, atom 17 (N): -0.11, atom 18 (H): 0.13, atom 19 (S): 0.80, atom 20 (H): 0.11

=====

C3H4CuLiO4 | ωB97M-V/def2-TZVPD

Output
**Energy above the lowest of the compared OMol25 structures with the same formula, charge and spin**: 57.65 kcal/mol
**Total charge**: +1
**Highest occupied orbital energy (alpha / beta)**: -13.9 / -13.9 eV
**LUMO energy (alpha / beta)**: -5.0 / -6.3 eV
**Orbital gap (alpha / beta)**: 8.900 / 7.562 eV
**Spin multiplicity**: 2

Positions of all 13 atoms, in Å:
H1 -0.11494 1.79457 0.55012
O1 -0.58117 -2.11888 0.79711
Li1 0.78576 -1.92209 -0.61054
C1 -0.54102 -0.93592 1.25053
H2 -0.78076 1.39658 -0.89837
O2 -1.38394 -0.48063 2.02760
H3 2.05594 1.10693 -1.23005
C2 0.03305 0.93462 -0.12350
H4 0.82317 2.13930 -1.79734
Cu1 -2.29752 -2.71671 2.40657
C3 0.94521 1.16301 -1.30231
O3 0.41733 -0.14982 0.70158
O4 0.63890 -0.21096 -1.77142

From a Löwdin analysis of the wavefunction, the atomic charges in e read: atom 1 (H): 0.14, atom 2 (O): -0.09, atom 3 (Li): 0.82, atom 4 (C): -0.76, atom 5 (H): 0.20, atom 6 (O): 0.07, atom 7 (H): 0.15, atom 8 (C): -0.23, atom 9 (H): 0.15, atom 10 (Cu): 0.78, atom 11 (C): -0.16, atom 12 (O): -0.02, atom 13 (O): -0.05

=====

C3H4KLiO3 | ωB97M-V/def2-TZVPD

Output
**Energy above the lowest of the compared OMol25 structures with the same formula, charge and spin**: 39.27 kcal/mol
**Highest occupied orbital energy**: -5.9 eV
**LUMO energy**: -1.6 eV
**Orbital gap**: 4.293 eV

Positions of all 12 atoms, in Å:
H1 -3.37752 3.06065 0.95910
H2 1.87058 -2.17510 0.50368
H3 2.04671 -0.72756 -1.47517
C1 0.95244 -1.64914 0.22202
C2 1.17822 -0.76864 -0.81573
O1 -0.55693 1.34085 0.00093
Li1 -2.45731 1.57799 0.69007
O2 0.00497 -0.27880 -1.43409
K1 2.29357 1.66242 0.67715
O3 -1.51481 -0.59772 0.07429
H4 0.44857 -1.72645 1.18873
C3 -0.88848 0.28152 -0.59098

From a Löwdin analysis of the wavefunction, the atomic charges in e read: atom 1 (H): -0.28, atom 2 (H): 0.05, atom 3 (H): 0.11, atom 4 (C): 0.05, atom 5 (C): -0.20, atom 6 (O): -0.19, atom 7 (Li): 0.29, atom 8 (O): -0.03, atom 9 (K): 0.92, atom 10 (O): -0.03, atom 11 (H): 0.09, atom 12 (C): -0.77

=====

C16H34BF9N2O7PS | ωB97M-V/def2-TZVPD

Output
**Total charge**: +1
**Highest occupied orbital energy**: -11.8 eV
**LUMO energy**: -3.3 eV
**Orbital gap**: 8.537 eV

Positions of all 71 atoms, in Å:
N1 4.13245 1.97066 -1.44157
H1 6.75458 0.15896 -2.61639
F1 -1.98266 1.31370 -4.48917
C1 -1.97962 1.70117 -2.03935
C2 -1.19793 -1.12384 5.04279
C3 -1.52418 0.21040 -1.77801
H2 4.16495 5.12693 -2.13576
H3 3.56863 0.35289 -4.23462
H4 -6.02310 -3.32250 2.72226
H5 5.08695 4.37411 0.22262
H6 -1.79621 -0.21332 5.04727
C4 0.86840 0.43366 -0.82073
H7 -4.64604 -2.63867 0.98800
H8 3.96051 2.39124 -3.44510
H9 4.85942 -1.16222 -3.12722
H10 -3.79389 0.20990 1.74753
S1 -1.42366 2.53204 -3.66374
H11 -2.02584 -2.06138 6.80044
H12 6.03673 1.45795 -0.76163
F2 -2.80359 3.27136 -3.82202
H13 2.64389 -0.79513 -0.84305
C5 3.39780 1.82145 -2.70498
F3 -0.87676 3.79957 -2.87537
C6 5.55503 1.77592 -1.69720
C7 3.40792 0.34114 -3.15395
F4 0.02701 1.85970 -3.50925
H14 -5.33730 -4.94691 2.63021
O1 6.18752 2.91287 -2.15935
H15 2.40436 2.25540 -2.67798
H16 3.82157 1.28905 -0.75866
B1 5.72417 4.10947 -1.58752
H17 -0.21068 -0.86185 4.65480
F5 -2.65250 -0.47331 -1.45115
H18 1.28906 0.60177 0.17348
H19 -0.37768 -2.54343 6.43570
H20 -6.82595 -4.65824 3.55095
C8 1.73893 -0.68677 -1.45095
H21 2.32967 -1.46358 -3.34804
H22 1.35595 -0.03324 -3.53266
F6 -0.91580 3.18821 -5.00017
P1 -3.31896 -2.11026 3.78518
O2 5.07599 4.99824 -2.42031
H23 -0.69107 -0.94346 7.13169
C9 -3.89195 -1.87169 1.18110
H24 5.74275 1.08023 -3.71778
C10 -4.54407 -0.53768 1.48114
O3 -1.74334 -2.09103 4.14471
C11 -5.02965 -3.97142 4.52959
O4 -2.99893 -2.32239 2.21881
H25 -5.10279 -0.18320 0.61521
H26 -1.02298 0.46571 0.31194
O5 -3.95200 -1.16197 4.71395
O6 5.92346 4.39159 -0.25524
H27 0.96866 1.38129 -1.34366
H28 -4.97150 -4.87079 5.14128
C12 -1.06529 -1.69673 6.43718
C13 2.13894 -0.47157 -2.92158
H29 1.19561 -1.62672 -1.38197
C14 -5.85302 -4.24480 3.28599
H30 -3.28823 -1.78934 0.28218
O7 -3.68146 -3.61932 4.20715
F7 -0.99323 -0.43848 -2.84059
H31 4.52811 -0.53887 -1.59903
H32 -0.60400 -1.04885 -0.42446
N2 4.64222 -0.32479 -2.58985
C15 5.78642 0.63872 -2.72267
F8 -1.54812 2.44054 -1.01881
F9 -3.29429 1.76889 -1.99158
H33 -5.49439 -3.19227 5.13701
H34 -5.24205 -0.61594 2.31886
C16 -0.59296 0.03128 -0.58586

From a Löwdin analysis of the wavefunction, the atomic charges in e read: atom 1 (N): 0.05, atom 2 (H): 0.15, atom 3 (F): -0.10, atom 4 (C): -0.43, atom 5 (C): -0.29, atom 6 (C): -0.43, atom 7 (H): 0.11, atom 8 (H): 0.16, atom 9 (H): 0.06, atom 10 (H): 0.12, atom 11 (H): 0.10, atom 12 (C): -0.16, atom 13 (H): 0.11, atom 14 (H): 0.13, atom 15 (H): 0.19, atom 16 (H): 0.08, atom 17 (S): 0.78, atom 18 (H): 0.08, atom 19 (H): 0.17, atom 20 (F): -0.11, atom 21 (H): 0.10, atom 22 (C): -0.10, atom 23 (F): -0.13, atom 24 (C): -0.36, atom 25 (C): -0.24, atom 26 (F): -0.17, atom 27 (H): 0.08, atom 28 (O): 0.14, atom 29 (H): 0.12, atom 30 (H): 0.12, atom 31 (B): -0.76, atom 32 (H): 0.11, atom 33 (F): 0.10, atom 34 (H): 0.12, atom 35 (H): 0.08, atom 36 (H): 0.08, atom 37 (C): -0.15, atom 38 (H): 0.13, atom 39 (H): 0.11, atom 40 (F): -0.10, atom 41 (P): 0.46, atom 42 (O): 0.19, atom 43 (H): 0.08, atom 44 (C): -0.26, atom 45 (H): 0.15, atom 46 (C): -0.08, atom 47 (O): -0.20, atom 48 (C): -0.27, atom 49 (O): -0.17, atom 50 (H): 0.08, atom 51 (H): 0.14, atom 52 (O): -0.22, atom 53 (O): 0.20, atom 54 (H): 0.09, atom 55 (H): 0.12, atom 56 (C): -0.07, atom 57 (C): -0.13, atom 58 (H): 0.12, atom 59 (C): -0.07, atom 60 (H): 0.09, atom 61 (O): -0.18, atom 62 (F): 0.11, atom 63 (H): 0.17, atom 64 (H): 0.13, atom 65 (N): 0.11, atom 66 (C): -0.02, atom 67 (F): 0.13, atom 68 (F): 0.15, atom 69 (H): 0.11, atom 70 (H): 0.07, atom 71 (C): -0.07